Record 1
This record from the OMol25 dataset describes a cluster of 13 separate species, C18H11Cl48F3NO2 in total. The level of theory is the ωB97M-V functional and the def2-TZVPD basis.

Properties
Multiplicity: 1
HOMO-LUMO gap in hartree: 0.3499
Calculated total energy in eV: -633648.220
Net charge: +1
HOMO in eV: -12.05

Element x y z (Å)
F (-7.268, -0.827, 0.217)
C (-7.393, -1.778, 1.162)
F (-8.151, -1.310, 2.116)
F (-7.987, -2.826, 0.592)
O (-6.180, -2.098, 1.692)
C (-5.399, -3.066, 0.998)
C (-4.834, -2.533, -0.317)
C (-4.230, -3.676, -1.124)
O (-3.423, -3.249, -2.209)
C (-3.450, -1.862, -2.470)
C (-3.165, -0.974, -1.255)
N (-3.685, -1.616, -0.003)
H (-5.909, -4.022, 0.865)
H (-4.555, -3.269, 1.666)
H (-5.581, -1.988, -0.891)
H (-3.588, -4.265, -0.453)
H (-5.030, -4.345, -1.459)
H (-4.417, -1.575, -2.900)
H (-2.708, -1.621, -3.233)
H (-3.669, -0.018, -1.415)
H (-2.109, -0.746, -1.100)
H (-3.926, -0.942, 0.727)
H (-2.948, -2.226, 0.379)
C (-0.784, -3.432, 3.016)
Cl (-2.099, -3.170, 4.157)
Cl (0.098, -4.885, 3.420)
Cl (-1.487, -3.626, 1.375)
Cl (0.291, -2.040, 2.981)
C (1.590, 1.665, 3.367)
Cl (2.386, 3.208, 3.081)
Cl (2.722, 0.339, 3.070)
Cl (1.005, 1.574, 5.023)
Cl (0.193, 1.507, 2.280)
C (4.099, 2.637, -0.782)
Cl (2.547, 2.151, -0.083)
Cl (5.372, 2.324, 0.392)
Cl (4.406, 1.709, -2.252)
Cl (4.025, 4.361, -1.185)
C (2.592, -7.736, 1.188)
Cl (2.443, -7.443, 2.927)
Cl (2.092, -9.388, 0.830)
Cl (1.548, -6.607, 0.301)
Cl (4.264, -7.484, 0.694)
C (-2.948, -7.654, 2.247)
Cl (-3.098, -7.226, 3.952)
Cl (-3.451, -9.321, 2.000)
Cl (-4.000, -6.585, 1.287)
Cl (-1.277, -7.443, 1.728)
C (-2.892, -0.193, 6.429)
Cl (-2.060, 0.279, 4.942)
Cl (-4.350, -1.111, 6.018)
Cl (-1.817, -1.202, 7.397)
Cl (-3.339, 1.248, 7.337)
C (8.552, 5.827, 0.206)
Cl (9.646, 5.770, -1.177)
Cl (9.063, 4.618, 1.391)
Cl (8.587, 7.426, 0.949)
Cl (6.899, 5.453, -0.321)
C (7.640, 9.726, -2.696)
Cl (7.226, 8.206, -1.899)
Cl (9.061, 10.425, -1.915)
Cl (7.998, 9.418, -4.401)
Cl (6.285, 10.847, -2.579)
C (-2.993, 3.239, 0.571)
Cl (-3.096, 3.701, 2.264)
Cl (-3.498, 1.528, 0.412)
Cl (-4.066, 4.239, -0.398)
Cl (-1.334, 3.401, 0.005)
C (7.603, -5.111, 0.408)
Cl (7.445, -4.836, 2.144)
Cl (7.148, -6.781, 0.039)
Cl (6.528, -4.011, -0.463)
Cl (9.269, -4.832, -0.091)
C (-4.352, -1.423, -6.466)
Cl (-4.859, -0.153, -5.336)
Cl (-2.588, -1.532, -6.454)
Cl (-5.038, -2.965, -5.941)
Cl (-4.917, -1.033, -8.081)
C (3.866, 12.646, -5.782)
Cl (5.155, 11.448, -5.655)
Cl (2.491, 11.950, -6.647)
Cl (3.356, 13.123, -4.156)
Cl (4.455, 14.063, -6.652)

And the Mulliken charges, in e, turn out to be: atom 1 (F): -0.24, atom 2 (C): 0.86, atom 3 (F): -0.24, atom 4 (F): -0.27, atom 5 (O): -0.34, atom 6 (C): -1.04, atom 7 (C): 0.24, atom 8 (C): -0.30, atom 9 (O): -0.41, atom 10 (C): -0.35, atom 11 (C): -0.55, atom 12 (N): 0.74, atom 13 (H): 0.50, atom 14 (H): 0.21, atom 15 (H): 0.35, atom 16 (H): 0.04, atom 17 (H): 0.37, atom 18 (H): 0.21, atom 19 (H): 0.37, atom 20 (H): 0.36, atom 21 (H): 0.57, atom 22 (H): 0.41, atom 23 (H): -0.40, atom 24 (C): 0.06, atom 25 (Cl): -0.01, atom 26 (Cl): 0.05, atom 27 (Cl): -0.15, atom 28 (Cl): 0.05, atom 29 (C): 0.09, atom 30 (Cl): -0.05, atom 31 (Cl): -0.05, atom 32 (Cl): -0.07, atom 33 (Cl): 0.18, atom 34 (C): 0.25, atom 35 (Cl): 0.01, atom 36 (Cl): -0.10, atom 37 (Cl): -0.09, atom 38 (Cl): -0.12, atom 39 (C): 0.24, atom 40 (Cl): -0.09, atom 41 (Cl): -0.08, atom 42 (Cl): -0.09, atom 43 (Cl): 0.02, atom 44 (C): 0.20, atom 45 (Cl): -0.08, atom 46 (Cl): -0.08, atom 47 (Cl): -0.07, atom 48 (Cl): 0.04, atom 49 (C): 0.19, atom 50 (Cl): 0.04, atom 51 (Cl): -0.09, atom 52 (Cl): -0.08, atom 53 (Cl): -0.10, atom 54 (C): 0.23, atom 55 (Cl): -0.06, atom 56 (Cl): -0.12, atom 57 (Cl): -0.05, atom 58 (Cl): 0.03, atom 59 (C): 0.30, atom 60 (Cl): -0.02, atom 61 (Cl): -0.10, atom 62 (Cl): -0.12, atom 63 (Cl): -0.07, atom 64 (C): 0.20, atom 65 (Cl): -0.05, atom 66 (Cl): -0.17, atom 67 (Cl): -0.09, atom 68 (Cl): -0.05, atom 69 (C): 0.37, atom 70 (Cl): -0.09, atom 71 (Cl): -0.10, atom 72 (Cl): -0.09, atom 73 (Cl): -0.09, atom 74 (C): 0.38, atom 75 (Cl): -0.11, atom 76 (Cl): -0.10, atom 77 (Cl): -0.09, atom 78 (Cl): -0.08, atom 79 (C): 0.34, atom 80 (Cl): -0.04, atom 81 (Cl): -0.10, atom 82 (Cl): -0.11, atom 83 (Cl): -0.09



Record 2
This record from the OMol25 dataset describes an isolated molecule of C18H11F3N4. The level of theory is the ωB97M-V functional and the def2-TZVPD basis.

Properties
Multiplicity: 1
HOMO-LUMO gap in hartree: 0.3280
Calculated total energy in eV: -32953.960
Net charge: 0
HOMO in eV: -9.20

Element x y z (Å)
F (-4.448, -1.798, 1.907)
C (-3.675, -1.014, 1.097)
C (-4.346, -0.372, 0.079)
C (-3.534, 0.356, -0.744)
F (-4.099, 0.987, -1.818)
C (-2.146, 0.453, -0.611)
C (-1.401, -0.172, 0.380)
C (0.081, 0.298, 0.476)
C (0.850, -0.687, 1.310)
C (1.982, -0.227, 2.028)
C (2.702, -1.017, 2.940)
C (2.305, -2.289, 3.320)
C (1.144, -2.743, 2.715)
F (0.728, -3.998, 3.076)
C (0.440, -2.020, 1.733)
C (-2.267, -0.946, 1.285)
H (-5.421, -0.467, -0.088)
H (-1.601, 0.987, -1.386)
H (0.016, 1.447, 0.988)
H (2.341, 0.797, 1.855)
H (3.632, -0.634, 3.343)
H (2.859, -2.902, 4.034)
H (-0.420, -2.540, 1.304)
H (-1.943, -1.545, 2.142)
C (1.994, 2.250, -3.941)
N (0.903, 1.954, -4.613)
C (-0.170, 1.403, -4.047)
N (-0.276, 0.991, -2.728)
C (0.846, 1.146, -2.006)
C (1.933, 1.910, -2.593)
N (2.862, 2.131, -1.602)
C (2.319, 1.608, -0.480)
N (1.131, 0.839, -0.683)
H (2.839, 2.686, -4.472)
H (-1.028, 1.242, -4.674)
H (2.869, 1.885, 0.474)

And the natural (NBO) charges, in e, turn out to be: atom 1 (F): -0.32, atom 2 (C): 0.41, atom 3 (C): -0.34, atom 4 (C): 0.43, atom 5 (F): -0.33, atom 6 (C): -0.29, atom 7 (C): -0.03, atom 8 (C): -0.02, atom 9 (C): -0.07, atom 10 (C): -0.19, atom 11 (C): -0.19, atom 12 (C): -0.26, atom 13 (C): 0.38, atom 14 (F): -0.33, atom 15 (C): -0.22, atom 16 (C): -0.29, atom 17 (H): 0.25, atom 18 (H): 0.27, atom 19 (H): 0.25, atom 20 (H): 0.20, atom 21 (H): 0.22, atom 22 (H): 0.24, atom 23 (H): 0.23, atom 24 (H): 0.24, atom 25 (C): 0.08, atom 26 (N): -0.46, atom 27 (C): 0.25, atom 28 (N): -0.49, atom 29 (C): 0.34, atom 30 (C): 0.01, atom 31 (N): -0.43, atom 32 (C): 0.20, atom 33 (N): -0.39, atom 34 (H): 0.22, atom 35 (H): 0.19, atom 36 (H): 0.22



Record 3
This record from the OMol25 dataset describes a structure of composition C18H11N5PtS2. The level of theory is the ωB97M-V functional and the def2-TZVPD basis.

Properties
Multiplicity: 1
HOMO-LUMO gap (spin up / spin down) in hartree: 0.2010 / 0.2010
Calculated total energy in eV: -51205.279
Net charge: 0
HOMO (spin up / spin down) in eV: -7.26 / -7.26

Element x y z (Å)
Pt (1.428, -1.839, 1.461)
N (0.789, 1.764, 0.934)
C (2.043, 1.217, 0.939)
C (3.080, 2.107, 1.283)
C (4.381, 1.673, 1.329)
C (4.654, 0.340, 1.011)
C (3.607, -0.457, 0.610)
N (2.314, -0.053, 0.571)
C (-0.524, 1.319, 0.950)
C (-1.540, 2.258, 0.907)
C (-2.892, 2.012, 1.087)
C (-3.381, 0.782, 1.536)
C (-2.607, -0.317, 1.741)
N (-0.122, -0.980, 2.497)
H (0.830, 2.767, 1.076)
H (2.830, 3.137, 1.493)
H (5.173, 2.358, 1.583)
H (5.662, -0.040, 1.045)
H (3.795, -1.461, 0.234)
H (-1.248, 3.280, 0.688)
H (-3.579, 2.833, 0.964)
H (-4.433, 0.701, 1.777)
H (-2.956, -1.221, 2.205)
S (-0.906, -0.363, 1.370)
C (-0.846, -1.170, -0.306)
C (-1.300, -0.331, -1.300)
C (-1.527, -0.791, -2.593)
C (-1.817, 0.123, -3.626)
N (-1.970, 0.905, -4.451)
C (-1.411, -2.177, -2.833)
C (-0.908, -3.006, -1.847)
C (-0.533, -2.516, -0.587)
S (0.272, -3.635, 0.478)
C (-1.848, -2.712, -4.066)
N (-2.253, -3.153, -5.042)
H (-1.484, 0.708, -1.079)
H (-0.770, -4.059, -2.043)

And the natural (NBO) charges, in e, turn out to be: atom 1 (Pt): 0.68, atom 2 (N): -0.56, atom 3 (C): 0.42, atom 4 (C): -0.28, atom 5 (C): -0.12, atom 6 (C): -0.30, atom 7 (C): 0.04, atom 8 (N): -0.58, atom 9 (C): -0.23, atom 10 (C): -0.18, atom 11 (C): -0.36, atom 12 (C): -0.14, atom 13 (C): -0.59, atom 14 (N): -0.96, atom 15 (H): 0.40, atom 16 (H): 0.22, atom 17 (H): 0.23, atom 18 (H): 0.23, atom 19 (H): 0.21, atom 20 (H): 0.21, atom 21 (H): 0.22, atom 22 (H): 0.23, atom 23 (H): 0.26, atom 24 (S): 1.58, atom 25 (C): -0.19, atom 26 (C): -0.18, atom 27 (C): -0.16, atom 28 (C): 0.28, atom 29 (N): -0.28, atom 30 (C): -0.11, atom 31 (C): -0.19, atom 32 (C): -0.18, atom 33 (S): -0.13, atom 34 (C): 0.26, atom 35 (N): -0.26, atom 36 (H): 0.26, atom 37 (H): 0.24



Record 4
This record from the OMol25 dataset describes a structure of composition C18H12BF7O. The level of theory is the ωB97M-V functional and the def2-TZVPD basis.

Properties
Multiplicity: 1
HOMO-LUMO gap in hartree: 0.1095
Calculated total energy in eV: -40599.096
Net charge: 0
HOMO in eV: -5.73

Element x y z (Å)
F (-0.113, -2.268, 0.669)
C (1.210, -1.839, 0.597)
C (2.048, -2.451, -0.334)
C (3.368, -1.974, -0.400)
F (4.233, -2.623, -1.244)
C (3.810, -1.019, 0.453)
C (2.945, -0.361, 1.333)
C (3.330, 0.948, 1.848)
C (1.946, 1.816, 1.623)
C (1.991, 2.502, 0.379)
C (0.819, 2.870, -0.289)
F (0.993, 3.238, -1.593)
C (-0.489, 2.788, 0.188)
C (-0.502, 2.312, 1.494)
F (-1.772, 2.160, 2.023)
C (0.646, 1.804, 2.147)
C (1.681, -0.954, 1.525)
H (1.729, -3.255, -0.978)
H (4.860, -0.741, 0.396)
H (4.000, 1.423, 1.105)
H (2.951, 2.446, -0.108)
H (-1.360, 3.067, -0.429)
H (0.243, 1.086, 3.237)
H (1.064, -0.618, 2.351)
C (5.683, 3.772, 4.406)
C (5.396, 2.455, 3.908)
C (5.245, 1.282, 4.650)
C (4.871, 0.276, 3.802)
C (4.614, 0.909, 2.448)
B (-0.194, 0.745, 4.440)
F (-0.503, -0.451, 4.957)
F (0.297, 1.690, 5.261)
F (5.598, 0.335, 1.534)
O (5.139, 2.266, 2.604)
H (6.049, 3.728, 5.445)
H (6.333, 4.314, 3.714)
H (4.660, 4.198, 4.353)
H (5.436, 1.120, 5.696)
H (5.173, -0.790, 3.844)

And the natural (NBO) charges, in e, turn out to be: atom 1 (F): -0.33, atom 2 (C): 0.41, atom 3 (C): -0.33, atom 4 (C): 0.41, atom 5 (F): -0.33, atom 6 (C): -0.31, atom 7 (C): 0.02, atom 8 (C): -0.35, atom 9 (C): 0.04, atom 10 (C): -0.29, atom 11 (C): 0.40, atom 12 (F): -0.33, atom 13 (C): -0.33, atom 14 (C): 0.38, atom 15 (F): -0.34, atom 16 (C): -0.23, atom 17 (C): -0.28, atom 18 (H): 0.25, atom 19 (H): 0.26, atom 20 (H): 0.28, atom 21 (H): 0.22, atom 22 (H): 0.26, atom 23 (H): -0.02, atom 24 (H): 0.24, atom 25 (C): -0.68, atom 26 (C): 0.46, atom 27 (C): -0.33, atom 28 (C): -0.15, atom 29 (C): 0.57, atom 30 (B): 1.02, atom 31 (F): -0.51, atom 32 (F): -0.52, atom 33 (F): -0.38, atom 34 (O): -0.44, atom 35 (H): 0.25, atom 36 (H): 0.25, atom 37 (H): 0.27, atom 38 (H): 0.25, atom 39 (H): 0.25



- Among the records above, which one has the highest calculated total energy?
  C18H11F3N4